This record from the OMol25 dataset describes C35H15F15GeN2O4OsS as an isolated structure. The level of theory is ωB97M-V with the def2-TZVPD basis set.

Structure (XYZ):
```
74
C35H15F15GeN2O4OsS, DFT ωB97M-V with the def2-TZVPD basis set
Os -0.2468 -0.2625 -0.6031
C -0.5452 -4.4506 -1.9091
O 0.7743 -4.7446 -1.4441
C 1.1459 -4.2060 -0.2504
C 1.6875 -5.0489 0.6922
C 2.1408 -4.5670 1.9262
C 2.0353 -3.2328 2.2103
C 1.4728 -2.3413 1.2729
C 1.4829 -0.9529 1.6122
N 0.9309 0.0076 0.9337
N 1.2083 1.3034 1.3302
C 0.7472 2.1331 0.4543
O 0.1171 1.7342 -0.6283
C 0.9243 3.5867 0.6472
C 1.8114 4.0704 1.6053
C 1.9564 5.4354 1.7830
C 1.2152 6.3214 1.0112
C 0.3294 5.8401 0.0582
C 0.1848 4.4742 -0.1278
C 1.0343 -2.8214 0.0180
O 0.5925 -2.0152 -0.9318
H -0.8486 -5.2985 -2.5200
H -0.5604 -3.5416 -2.5041
H -1.2315 -4.3403 -1.0641
H 1.7488 -6.1013 0.4477
H 2.5659 -5.2490 2.6493
H 2.3809 -2.8436 3.1598
H 2.0474 -0.6346 2.4823
H 2.3784 3.3694 2.2020
H 2.6487 5.8109 2.5250
H 1.3280 7.3882 1.1546
H -0.2516 6.5293 -0.5402
H -0.5051 4.0861 -0.8644
C -2.1845 0.8941 -2.4449
C -2.0305 0.8060 -0.9370
O -2.7433 1.3287 -0.1368
H -3.1304 1.3702 -2.6939
H -2.1530 -0.1004 -2.8993
H -1.3510 1.4805 -2.8354
F -4.0275 -4.8898 1.6482
C -3.7933 -4.0901 2.6969
C -3.7046 -2.7200 2.5337
C -3.3712 -1.9759 3.6555
F -3.1758 -0.6584 3.5390
C -3.1964 -2.5477 4.9000
F -2.8850 -1.8059 5.9611
C -3.3331 -3.9196 5.0342
F -3.1639 -4.4895 6.2217
C -3.6257 -4.6978 3.9293
F -3.7283 -6.0200 4.0573
Ge -3.7402 -1.7932 0.8072
S -1.5481 -1.5397 0.8251
C -4.3080 -2.9981 -0.6484
C -5.4020 -3.8270 -0.4792
F -6.0699 -3.8029 0.6839
C -5.8522 -4.6833 -1.4660
F -6.8993 -5.4792 -1.2634
C -5.1988 -4.7001 -2.6869
F -5.6126 -5.5135 -3.6513
C -4.1242 -3.8568 -2.9069
F -3.5117 -3.8554 -4.0916
C -3.7058 -3.0138 -1.8929
F -2.6959 -2.1753 -2.1788
C -5.1616 -0.4381 0.7312
C -5.4275 0.1453 -0.4955
F -4.7130 -0.2263 -1.5698
C -6.4317 1.0698 -0.6912
F -6.6377 1.6153 -1.8892
C -7.2369 1.4180 0.3788
F -8.2128 2.3020 0.2160
C -7.0387 0.8211 1.6100
F -7.8401 1.1261 2.6282
C -6.0185 -0.1023 1.7678
F -5.9204 -0.6857 2.9645
```

As for the frontier orbital gap: 0.261 Ha. For the LUMO energy, the calculation gives -1.27 eV. For the maximum force, the calculation gives 0.011 hartree/bohr. Its multiplicity is 1. The calculation puts the energy above the lowest of the compared OMol25 structures with the same formula, charge and spin at 35.5 kcal per mole. Its energy is -158285.618 eV.